# C4H9O2PS

A cluster of 2 separate species, C4H9O2PS in total (ωB97M-V with the def2-TZVPD basis set, OMol25).

Summary:
Relative energy (zero: lowest compared OMol25 entry of this formula, charge and spin) in kcal per mole: 7.54
Gap between HOMO and LUMO in eV: 9.587
HOMO in eV: -9.26
Total energy in Eh: -1047.82044
SMILES string: CC(=O)P(O)S.C=C

Element x y z (Å)
C -0.57 1.10 -1.58
C -1.18 -0.21 -1.92
C 1.52 -1.86 0.95
C 1.63 -2.18 2.22
O -0.37 2.01 -2.34
O 0.42 2.91 0.03
P -0.03 1.39 0.21
S -2.09 1.55 0.81
H -0.58 -1.01 -1.50
H -2.17 -0.27 -1.46
H -1.28 -0.32 -3.00
H 1.80 -0.89 0.59
H 1.16 -2.56 0.21
H -1.79 1.74 2.09
H 1.99 -1.48 2.96
H 1.36 -3.16 2.59
H 0.19 3.25 -0.86